Below is a 3-piece molecular cluster, C26H37BI2N9O9S2 overall, with properties calculated with wB97M-V/def2-TZVPD.

The geometry in XYZ format:
```
86
Properties=species:S:1:pos:R:3:forces:R:3
N 3.80797 -3.90865 4.92693 0.1003 0.0995 0.2381
C 3.61766 -3.88723 3.79218 -0.1174 -0.2563 -0.1547
O 3.40920 -3.94719 2.52173 0.0284 0.0820 0.0081
C 2.72029 -2.81318 1.98567 -0.1175 0.5588 -0.2064
C 1.35792 -2.68299 2.17295 -0.0976 -0.2391 0.2073
C 0.59807 -3.72913 2.94841 0.0770 -0.2436 -0.2085
N 0.65815 -5.03424 2.25822 0.1053 0.1887 0.0465
C 0.74814 -1.54679 1.63184 -0.1179 -0.0127 -0.1417
C 1.48903 -0.58504 0.94042 0.3320 -0.1462 -0.1406
C 2.86281 -0.78705 0.74372 -0.1530 0.1465 -0.0075
C 3.67533 0.20579 -0.05020 -0.0547 -0.1613 -0.0052
C 4.10054 -0.32688 -1.43054 0.3953 0.2971 -0.2591
C 3.17121 0.19591 -2.51308 0.0196 -0.3464 0.1967
I 4.03115 -0.08970 -4.45543 -0.2292 -0.2429 -0.0914
C 3.48988 -1.90765 1.28197 0.3106 -0.0758 -0.0072
B 5.04066 -2.21733 1.18275 0.1259 0.0120 -0.0126
N 5.65745 -2.87102 0.02144 0.0472 -0.2841 0.3502
O 5.82974 -1.94203 2.27178 0.0871 0.4078 -0.3221
N 0.92903 0.60139 0.40606 -0.3455 -0.1681 0.8267
C 1.16351 1.79247 1.24381 -0.3849 -0.0290 -0.4652
C 0.11605 2.02710 2.33400 0.5074 0.0883 0.5366
C 0.67057 3.04680 3.32734 -0.1388 -0.3640 -0.4031
I -0.85925 3.75181 4.63813 0.0571 0.1026 0.0510
C -0.40276 0.51869 -0.09685 -0.0405 0.2699 -0.3746
C -0.73927 1.34023 -1.17321 0.0634 0.1065 -0.1597
N 0.25164 2.18719 -1.76896 0.3562 -0.2581 0.1464
C -2.03527 1.34390 -1.67979 -0.0965 -0.3126 0.0492
C -2.36548 2.31256 -2.80686 0.0339 -0.0066 0.0546
O -1.95480 2.00538 -3.93859 0.2551 -0.1364 -0.2315
O -2.95948 3.32893 -2.41884 -0.3813 0.4849 0.1156
C -2.99425 0.50513 -1.12766 0.4115 0.3469 0.0296
C -2.67813 -0.31930 -0.05714 -0.1571 -0.4532 -0.1205
C -3.75741 -1.16023 0.58444 0.1742 0.5011 0.4423
C -4.50729 -0.32087 1.65238 0.1527 0.1478 -0.2110
C -6.01040 -0.23891 1.44876 -0.1304 0.0074 0.5206
S -6.81202 -1.81057 1.82894 0.7079 -0.3236 -0.5018
O -7.47327 -2.30807 0.66148 -0.3083 0.2068 -0.0259
O -5.87641 -2.66294 2.48927 -0.1236 -0.0323 0.1913
O -7.91571 -1.42810 2.93023 0.0215 0.1849 -0.0517
C -1.37763 -0.30970 0.45382 0.0428 0.0318 -0.0516
S -0.99116 -1.34575 1.84174 -0.0171 0.0962 0.0665
H 1.05404 -3.81926 3.93598 -0.0596 -0.0822 0.0983
H -0.43308 -3.41566 3.08851 -0.0351 0.1663 0.0756
H -0.21348 -5.53145 2.37814 -0.0204 -0.0419 0.0119
H 0.77560 -4.87236 1.26599 -0.0786 -0.0832 -0.0556
H 4.55833 0.50169 0.52091 0.0881 -0.0835 0.0269
H 3.09704 1.10863 -0.21192 0.0000 0.1099 0.0358
H 5.10767 0.03283 -1.64933 0.0260 0.1000 0.0317
H 4.15503 -1.41412 -1.46000 -0.1125 -0.0701 0.0592
H 2.23548 -0.35147 -2.54724 -0.1536 0.1343 -0.0115
H 2.97847 1.25565 -2.40491 -0.0506 0.0790 -0.1308
H 6.27673 -3.59833 0.37588 0.0638 -0.0007 -0.0758
H 6.28275 -2.23552 -0.46641 -0.1537 0.0702 -0.1562
H 5.44299 -1.25515 2.82633 -0.1449 -0.3645 0.3341
H 1.17188 2.64939 0.56865 0.2057 0.1280 0.0530
H 2.14518 1.69323 1.70497 0.1220 0.0119 -0.0400
H -0.82327 2.38916 1.92503 -0.0864 -0.1560 -0.1708
H -0.04579 1.09446 2.87336 -0.2904 -0.0508 -0.0544
H 1.09999 3.89458 2.80175 -0.0718 0.2342 0.1758
H 1.42019 2.58700 3.96197 0.1003 0.1009 0.0837
H 0.05894 2.24580 -2.76462 -0.1880 0.1010 -0.0446
H 0.17217 3.12594 -1.39685 -0.0410 0.0876 -0.0794
H -3.99239 0.55724 -1.54137 -0.1625 -0.2237 0.0194
H -3.30672 -2.00510 1.09640 -0.1300 -0.3111 -0.1933
H -4.44750 -1.52509 -0.17395 -0.0232 -0.0665 -0.0743
H -4.28110 -0.67633 2.65494 -0.0696 -0.0850 0.0684
H -4.14140 0.70521 1.60180 -0.0177 0.0726 -0.0258
H -6.43525 0.49282 2.13836 0.0314 0.1182 -0.0393
H -6.26877 0.05559 0.43465 -0.1212 -0.1555 -0.0954
H -8.02915 -0.46973 2.94803 -0.1947 -0.0412 0.0220
C -6.99218 0.62424 -3.20233 0.0106 0.1001 0.0391
O -5.84057 0.29749 -3.39534 0.0224 -0.1453 0.0569
N -7.56723 1.68748 -3.84452 -0.0735 -0.0264 -0.0860
N -7.80303 -0.04665 -2.31830 0.1152 -0.0370 0.0797
H -8.51304 1.98025 -3.69711 0.0008 -0.0001 0.0314
H -6.98187 2.20355 -4.47536 0.0531 0.0242 0.0570
H -7.38651 -0.82683 -1.84183 -0.1173 -0.0650 0.0201
H -8.75262 0.20118 -2.12002 -0.0046 0.0182 -0.0303
C 6.83184 3.09406 -3.37899 0.0168 -0.0135 -0.0359
O 6.29030 2.83484 -2.31743 0.0148 -0.0070 0.0212
N 6.52962 2.44589 -4.53846 -0.0357 -0.0416 0.1185
N 7.79817 4.06642 -3.47800 0.0163 -0.0151 0.0072
H 6.97460 2.64576 -5.41334 -0.0035 0.0358 0.0072
H 5.81540 1.72802 -4.49238 0.1928 0.2038 -0.0549
H 8.03803 4.55947 -2.63958 -0.0193 -0.0019 0.0146
H 8.25848 4.30237 -4.33531 -0.0220 -0.0029 -0.0180
```
Positions in Å, forces in eV/Å.

Charge   -1
Calculated total energy   -3599.7615 Ha
HOMO   -4.80 eV

Here are the Mulliken charges for atoms 1 to 4, given in e: number 1, N, carries -0.5531; number 2, C, carries 0.5586; number 3, O, carries -0.5791; number 4, C, carries 1.1096



Below is a 7-piece molecular cluster, C19H32Cl6O12 overall at a distorted geometry, with properties calculated with wB97M-V/def2-TZVPD.

The geometry in XYZ format:
```
69
Properties=species:S:1:pos:R:3:forces:R:3
C -6.94289 -6.19430 -0.21395 0.6970 0.1944 -0.1079
C -6.13656 -5.07356 0.43759 -0.6670 -0.8630 0.4068
O -5.33608 -4.44735 -0.56050 0.2771 0.0728 -0.1643
C -4.38632 -3.63142 -0.10202 -0.1420 -0.1162 0.1048
O -4.18468 -3.36531 1.05399 -0.0183 0.0755 0.0769
O -3.69925 -3.15926 -1.13380 -0.0666 -0.0459 -0.5877
C -2.84162 -2.06758 -0.83213 0.2285 0.5897 0.7319
H -7.45410 -5.85171 -1.11213 -0.2075 0.0325 0.1284
H -7.63498 -6.60754 0.51592 -0.1761 0.0695 -0.0614
H -6.26269 -6.99624 -0.50985 -0.0593 0.0169 -0.0407
H -5.51832 -5.51700 1.21919 0.2035 0.2723 -0.0297
H -6.79747 -4.35016 0.91702 0.1107 0.1958 -0.1298
H -2.49184 -1.60244 -1.74564 -0.2463 -0.2679 -0.2841
H -1.96973 -2.37173 -0.25336 -0.0924 -0.2026 0.0165
H -3.38839 -1.33329 -0.23645 0.0835 0.0054 -0.0502
O 8.02038 2.02848 5.44569 0.2802 -0.0808 0.1778
C 7.14350 2.20899 4.67358 -0.2432 0.2386 -0.2299
O 6.98516 3.34317 3.94153 -0.0614 -0.0578 0.1931
C 5.87505 3.20196 3.05967 -0.0816 -0.2313 -0.2831
C 5.18186 1.93474 3.55828 -0.3970 -0.3573 -0.2665
O 6.16125 1.32397 4.39716 -0.0886 0.1106 0.0653
H 5.24391 4.08573 3.09716 0.0554 0.0476 0.1402
H 6.24988 3.08132 2.04193 0.0184 0.0259 0.0250
H 4.91465 1.23343 2.76976 0.2808 0.0718 -0.1248
H 4.25041 2.09978 4.10516 0.2597 0.2495 0.2998
O -0.05928 4.19759 -4.74654 -0.0273 0.0171 0.0303
C 0.20258 3.04219 -4.82066 0.0949 -0.1201 -0.0012
O -0.62779 2.08087 -5.28414 0.0687 0.0058 0.2305
C 0.08625 0.84378 -5.40282 0.1123 -0.0348 0.0780
C 1.32693 1.08177 -4.54042 0.0807 0.1093 -0.2543
O 1.39786 2.51140 -4.45244 -0.4820 -0.2262 -0.2882
H -0.49719 0.01489 -5.00690 -0.2337 0.1682 -0.0453
H 0.27002 0.67654 -6.46312 0.2334 -0.0364 0.0341
H 2.25769 0.73621 -4.98280 -0.0560 -0.1294 -0.0156
H 1.19779 0.66252 -3.54506 0.0922 0.0875 0.0408
O -1.72627 0.40030 3.06637 -0.0476 -0.0688 0.1398
C -1.65117 1.24029 2.23653 0.0256 0.0974 -0.3123
O -1.61161 0.99163 0.90010 -0.0427 0.0567 0.0598
C -1.54310 2.22028 0.16825 0.1800 -0.2980 -0.4173
C -1.32513 3.27384 1.25999 0.0193 -0.0181 -0.5697
O -1.59175 2.56977 2.46573 0.0944 -0.0367 0.1711
H -0.71521 2.13320 -0.53838 0.1131 0.1581 0.1722
H -2.43677 2.33805 -0.44591 -0.2056 0.0616 0.3538
H -2.00225 4.11910 1.18100 -0.0364 0.0059 0.0451
H -0.29455 3.62973 1.23456 -0.0146 0.0124 0.2775
Cl -0.40851 -3.23374 2.01346 0.2728 0.1015 0.0980
C -1.46708 -4.56941 2.48308 -0.5087 -0.4667 0.0209
C -2.48403 -4.13578 3.50904 0.3469 0.7952 0.5595
Cl -3.68304 -5.42257 3.64968 -0.2966 -0.2690 0.2240
H -0.90343 -5.39223 2.91988 0.3450 0.1561 -0.2005
H -1.96163 -4.93970 1.59026 -0.0239 0.1440 -0.0804
H -2.97875 -3.18880 3.31304 -0.1273 -0.1850 -0.5616
H -2.00039 -3.98616 4.47666 -0.0362 -0.3173 -0.0045
Cl 0.37547 -1.18403 -1.80774 -0.0242 0.2229 -0.1967
C 0.97303 -0.99021 -0.13825 -0.2467 -0.1690 0.5856
C 2.02679 0.08385 -0.06104 0.1901 -0.2647 -0.4912
Cl 2.49299 0.38464 1.62768 -0.1508 -0.0122 0.1070
H 1.30877 -1.98610 0.13031 0.2480 0.1305 0.2479
H 0.14694 -0.69806 0.50842 -0.1908 -0.1926 -0.2039
H 1.63082 1.00324 -0.48022 0.1585 0.1058 0.0192
H 2.92734 -0.21832 -0.58979 0.0111 0.1591 -0.0777
Cl 4.74823 5.48445 -0.97601 0.2272 -0.0155 0.0804
C 3.84035 5.42502 -2.49976 -0.3794 0.3945 -0.1728
C 3.26209 4.06987 -2.77710 0.3720 -0.4239 0.2520
Cl 2.18448 3.51975 -1.45447 -0.1704 0.0581 -0.0350
H 4.51418 5.69680 -3.30997 0.0701 -0.0205 0.0314
H 3.06303 6.18277 -2.43135 -0.0209 -0.0276 0.0020
H 4.06575 3.33551 -2.81520 -0.0555 -0.0369 -0.0718
H 2.68838 4.02255 -3.69775 0.0735 0.2752 0.1326
```
Positions in Å, forces in eV/Å.

Charge   0
SMILES string   CCOC(=O)OC.O=C1OCCO1.O=C1OCCO1.O=C1OCCO1.ClCCCl.ClCCCl.ClCCCl
Calculated total energy   -4407.2630 Ha
HOMO   -10.58 eV

Here are the natural (NBO) charges for atoms 1 to 4, given in e: number 1, C, carries -0.6216; number 2, C, carries -0.0720; number 3, O, carries -0.4967; number 4, C, carries 0.9886